(1)
C7H17N | wB97M-V/def2-TZVPD

Last column: Mulliken charge in e.
Positions of all 25 atoms, in Å:
C: 1.470 1.627 0.839  -0.5235
N: 0.819 0.334 0.819  -0.2862
C: -0.437 0.183 0.108  -0.0326
C: -1.008 -1.197 0.466  0.4931
C: -2.460 -1.319 0.017  -1.6692
C: -0.151 -2.318 -0.135  -1.4219
C: -0.375 0.459 -1.406  -1.4793
C: 2.064 2.175 -0.474  -1.0753
H: 2.290 1.544 1.539  0.4157
H: 0.774 2.360 1.257  0.3055
H: 1.437 -0.451 0.652  0.2664
H: -1.108 0.925 0.540  0.4305
H: -0.953 -1.200 1.549  0.3875
H: -2.539 -1.489 -1.055  0.3494
H: -2.969 -2.158 0.496  0.4225
H: -3.039 -0.427 0.245  0.4088
H: 0.298 -1.972 -1.060  0.3139
H: 0.636 -2.677 0.535  0.3251
H: -0.736 -3.210 -0.382  0.4344
H: -1.026 -0.196 -1.993  0.3840
H: -0.685 1.481 -1.618  0.2913
H: 0.629 0.360 -1.827  0.3545
H: 2.953 2.793 -0.280  0.3595
H: 2.454 1.381 -1.113  0.2770
H: 1.352 2.762 -1.057  0.2690

Values from the calculation:
**SMILES**: CCN[C@@H](C)C(C)C
**Net charge**: 0
**LUMO**: 1.1 eV
**E**: -331.6485 a.u.
**Energy relative to the best compared isomer or geometry (same formula, charge and spin)**: 14.1 kcal per mole
**HOMO-LUMO gap**: 0.3510 Eh
**2S+1**: 1

***

(2)
C4H5NOS | wB97M-V/def2-TZVPD

Last column: Mulliken charge in e.
Positions of all 12 atoms, in Å:
C: 0.853 0.067 -1.924  -1.0176
C: 0.181 -0.023 -0.608  0.6813
C: -0.399 -0.028 1.399  0.2769
C: -1.489 -0.312 0.670  -0.2646
H: 0.439 0.902 -2.471  0.3025
H: 0.729 -0.885 -2.484  0.2689
H: 1.863 0.428 -1.725  0.3075
H: 1.086 0.310 3.198  0.1524
H: -2.534 -0.421 0.891  0.3941
N: 0.678 0.153 0.540  -0.4904
O: -1.158 -0.242 -0.656  -0.3291
S: -0.248 0.051 3.171  -0.2822

Values from the calculation:
**SMILES**: Cc1nc(S)co1
**Net charge**: 0
**LUMO**: 0.9 eV
**E**: -683.5860 a.u.
**Energy relative to the best compared isomer or geometry (same formula, charge and spin)**: 13.8 kcal per mole
**HOMO-LUMO gap**: 0.3463 Eh
**2S+1**: 1

***

(3)
C39H42BrN2OPPdS | wB97M-V/def2-TZVPD

Last column: Mulliken charge in e.
Positions of all 88 atoms, in Å:
Pd: 0.382 1.755 -0.181  -0.5301
C: 3.957 -5.059 -1.000  -1.6394
C: 2.485 -4.756 -1.320  1.6878
C: 1.613 -5.879 -0.740  -1.7371
C: 2.290 -4.751 -2.842  -1.9025
C: 2.154 -3.408 -0.697  0.0816
C: 2.223 -2.224 -1.418  -0.3470
C: 1.990 -1.035 -0.775  -0.3921
Br: 2.240 0.613 -1.774  -0.1875
C: 1.642 -0.877 0.588  2.2106
O: 1.428 0.286 1.091  -1.3289
C: 1.634 -2.103 1.325  -0.4012
C: 1.900 -3.289 0.665  -0.7812
C: 1.470 -2.181 2.838  2.4469
C: 2.845 -2.468 3.460  -1.8738
C: 0.927 -0.888 3.434  -2.2624
C: 0.501 -3.306 3.236  -1.9753
H: 4.259 -6.011 -1.434  0.4608
H: 4.107 -5.107 0.077  0.3104
H: 4.596 -4.274 -1.400  0.3528
H: 1.815 -6.809 -1.270  0.4936
H: 0.557 -5.641 -0.846  0.3310
H: 1.828 -6.053 0.310  0.3665
H: 2.364 -5.767 -3.227  0.4252
H: 3.057 -4.158 -3.333  0.3694
H: 1.311 -4.358 -3.105  0.3382
H: 2.486 -2.214 -2.462  0.4433
H: 1.914 -4.188 1.256  0.2453
H: 3.556 -1.683 3.211  0.3834
H: 3.244 -3.412 3.097  0.3579
H: 2.756 -2.528 4.544  0.4429
H: 1.598 -0.058 3.236  0.4101
H: 0.804 -0.997 4.511  0.4717
H: -0.036 -0.666 2.984  0.1616
H: 0.908 -4.290 3.022  0.4507
H: -0.446 -3.202 2.713  0.2862
H: 0.316 -3.252 4.307  0.5066
C: -1.548 1.793 -6.787  -0.4245
C: -0.482 2.488 -6.240  -0.7571
C: -0.346 2.571 -4.866  -0.4720
C: -1.273 1.950 -4.030  0.5291
C: -2.332 1.238 -4.585  -0.0244
C: -2.470 1.172 -5.959  -0.8375
P: -0.966 2.029 -2.222  1.2782
C: -1.620 0.423 -1.628  0.2141
C: -2.461 0.337 -0.516  -1.0345
C: -2.711 -0.890 0.077  -0.6714
C: -2.133 -2.042 -0.434  -0.4154
C: -1.350 -1.975 -1.579  -0.7051
C: -1.087 -0.752 -2.170  -0.2028
C: -2.101 3.302 -1.593  0.5136
C: -3.314 3.621 -2.153  -0.2767
C: -4.070 4.672 -1.618  -0.9388
C: -3.585 5.422 -0.580  -0.8525
C: -2.319 5.158 -0.015  0.5430
C: -1.749 5.953 1.003  -1.0328
C: -0.493 5.680 1.471  -0.7770
C: 0.235 4.576 0.988  -0.7196
C: -0.303 3.740 0.040  -0.8254
C: -1.576 4.050 -0.504  1.1304
H: -1.658 1.728 -7.860  0.3966
H: 0.243 2.955 -6.890  0.4090
H: 0.486 3.109 -4.432  0.4192
H: -3.040 0.739 -3.936  0.4736
H: -3.297 0.628 -6.392  0.3967
H: -2.913 1.237 -0.114  0.9138
H: -3.345 -0.935 0.953  0.4274
H: -2.292 -2.994 0.056  0.3902
H: -0.928 -2.876 -2.001  0.2817
H: -0.471 -0.702 -3.062  0.4390
H: -3.684 3.068 -3.007  0.4758
H: -5.039 4.891 -2.041  0.4247
H: -4.171 6.236 -0.178  0.3944
H: -2.301 6.805 1.379  0.3926
H: -0.047 6.312 2.226  0.4363
H: 1.257 4.423 1.345  1.0160
S: -1.374 1.497 2.025  -0.0441
C: -0.640 1.840 3.470  -0.3220
N: 0.388 2.667 3.698  0.1454
C: 0.645 2.839 5.112  -0.6557
C: -0.198 1.713 5.739  -0.4169
N: -1.074 1.340 4.648  -0.0357
H: 0.800 3.224 2.964  0.1039
H: 0.305 3.822 5.460  0.3620
H: 1.707 2.741 5.338  0.3695
H: -0.782 2.048 6.599  0.3518
H: 0.426 0.868 6.050  0.2226
H: -1.625 0.498 4.670  0.3154

Values from the calculation:
**Net charge**: 0
**LUMO (spin up / spin down)**: -0.7 / -0.9 eV
**E**: -5137.4975 a.u.
**HOMO-LUMO gap (spin up / spin down)**: 0.2176 / 0.2101 Eh
**2S+1**: 1

***

(4)
C4HN2O3 | wB97M-V/def2-TZVPD

Last column: Mulliken charge in e.
Positions of all 10 atoms, in Å:
C: 0.284 1.561 0.177  -0.2501
C: 0.646 -0.994 1.090  0.6203
C: -0.220 -0.154 -1.534  -0.3637
C: -0.175 -1.529 -1.180  0.3992
N: -0.218 0.791 -0.697  0.0516
N: 0.664 -1.575 0.029  -0.3040
O: 0.830 -0.651 2.228  -0.5260
O: -0.532 -2.553 -1.746  -0.5946
O: -0.190 2.486 0.963  -0.2525
H: -1.091 2.619 0.670  0.2200

Values from the calculation:
**Net charge**: -1
**LUMO**: 3.5 eV
**E**: -488.1783 a.u.
**Energy relative to the best compared isomer or geometry (same formula, charge and spin)**: 101.4 kcal per mole
**HOMO-LUMO gap**: 0.2435 Eh
**2S+1**: 1